No. 1
Computed, not measured: C39H50Cl3EuFGeNO5S as an isolated structure in a non-equilibrium geometry, with ωB97M-V/def2-TZVPD.

Last column: Löwdin spin population.
Cartesian coordinates (Å):
Eu1 -0.277 -0.146 -1.038  6.060
Cl1 -4.621 -6.091 -0.960  0.000
C1 -3.474 -4.874 -0.658  0.000
C2 -3.310 -3.861 -1.603  0.000
C3 -2.364 -2.882 -1.339  0.001
Cl2 -2.136 -1.561 -2.505  -0.007
C4 -1.582 -2.915 -0.154  0.000
O1 -0.627 -2.080 0.144  -0.013
C5 -1.777 -3.952 0.794  0.000
Cl3 -0.832 -3.956 2.200  0.000
C6 -2.724 -4.901 0.533  0.000
H1 -3.881 -3.848 -2.520  0.000
H2 -2.899 -5.708 1.229  0.000
N1 -0.712 2.147 0.083  -0.010
C7 -2.093 1.955 -0.116  -0.004
C8 -2.525 1.724 -1.434  -0.003
C9 -3.867 1.426 -1.705  0.000
C10 -4.763 1.416 -0.610  -0.001
C11 -4.341 1.612 0.742  -0.002
C12 -2.998 1.914 0.965  0.000
S1 -6.501 1.213 -0.926  0.000
O2 -6.731 2.595 -1.427  0.000
O3 -6.661 0.206 -1.972  0.000
O4 -7.122 0.918 0.364  0.000
H3 -0.362 2.221 1.036  0.000
H4 -0.233 2.733 -0.612  0.000
H5 -1.792 1.823 -2.247  0.000
H6 -4.183 1.172 -2.709  0.000
H7 -5.062 1.537 1.560  0.000
H8 -2.647 2.113 1.963  0.000
C13 -1.346 1.212 -4.691  0.000
C14 -0.083 2.101 -4.816  0.000
C15 0.039 3.229 -3.767  0.000
C16 1.191 1.261 -4.914  -0.001
C17 1.940 1.215 -6.065  0.000
C18 3.079 0.426 -6.132  -0.002
C19 3.484 -0.343 -5.040  0.000
C20 2.767 -0.347 -3.868  -0.001
C21 3.260 -1.124 -2.651  0.000
C22 3.708 -0.166 -1.517  0.000
C23 2.314 -2.259 -2.200  0.000
C24 1.629 0.474 -3.832  0.000
O5 0.988 0.635 -2.702  -0.017
H9 -2.239 1.844 -4.610  0.000
H10 -1.314 0.549 -3.815  0.000
H11 -1.460 0.583 -5.570  0.000
H12 -0.165 2.606 -5.781  0.000
H13 0.358 2.810 -2.808  0.000
H14 -0.912 3.748 -3.614  0.000
H15 0.782 3.961 -4.074  0.000
H16 1.631 1.799 -6.923  0.000
H17 3.647 0.400 -7.052  0.000
H18 4.384 -0.939 -5.138  0.000
H19 4.162 -1.639 -3.018  0.000
H20 2.851 0.440 -1.189  0.000
H21 4.470 0.519 -1.876  0.000
H22 4.098 -0.755 -0.686  0.000
H23 1.326 -1.834 -1.882  0.000
H24 2.756 -2.814 -1.372  0.000
H25 2.127 -2.968 -3.005  0.000
C25 1.003 4.547 2.282  0.000
C26 0.964 3.367 3.273  0.000
C27 2.160 2.392 3.099  0.000
C28 1.997 1.108 3.934  0.000
Ge1 1.025 -0.360 3.065  0.000
C29 -0.859 -0.007 2.643  0.000
C30 -1.868 -0.618 3.629  0.000
C31 -1.846 0.076 5.028  0.000
C32 -2.384 1.525 4.989  0.000
H26 0.145 5.212 2.421  0.000
H27 1.007 4.210 1.251  0.000
H28 1.910 5.129 2.434  0.000
H29 0.007 2.844 3.183  0.000
H30 0.967 3.761 4.295  0.000
H31 3.071 2.912 3.369  0.000
H32 2.248 2.143 2.025  0.000
H33 1.451 1.311 4.861  0.000
H34 2.944 0.644 4.204  0.000
H35 1.077 -1.541 4.064  0.000
H36 -1.011 -0.388 1.620  0.000
H37 -0.978 1.067 2.652  0.000
H38 -1.652 -1.681 3.787  0.000
H39 -2.879 -0.546 3.226  0.000
H40 -0.837 0.057 5.442  0.000
H41 -2.453 -0.511 5.713  0.000
H42 -1.704 2.227 4.497  0.000
H43 -2.559 1.914 5.992  0.000
H44 -3.337 1.547 4.473  0.000
F1 4.739 -5.541 2.707  0.000
C33 4.120 -4.373 2.340  0.000
C34 4.686 -3.154 2.773  0.000
C35 4.055 -1.968 2.419  0.000
C36 2.860 -1.997 1.668  0.000
C37 2.098 -0.715 1.457  -0.001
C38 2.339 -3.232 1.216  0.000
C39 2.946 -4.440 1.571  0.000
H45 5.583 -3.160 3.377  0.000
H46 4.470 -1.008 2.729  0.000
H47 1.396 -0.831 0.608  -0.001
H48 2.754 0.148 1.308  0.000
H49 1.436 -3.242 0.629  0.000
H50 2.537 -5.404 1.279  0.000

Values from the calculation:
ΔE to the lowest compared entry with this formula, charge and spin (kcal/mol): 0.0
Expectation value of S²: 12.01
2S+1: 7
Frontier orbital gap (spin up / spin down) (eV): 4.55 / 7.39



No. 2
Computed, not measured: a 3-piece molecular cluster, C39H50ClF3N5O8S2 overall in a non-equilibrium geometry, with ωB97M-V/def2-TZVPD.

Last column: Löwdin charge in e.
Cartesian coordinates (Å):
C1 -1.142 -3.696 -6.493  -0.103
C2 -2.617 -3.332 -6.195  -0.244
C3 -2.763 -1.873 -5.665  -0.204
C4 -3.906 -1.858 -4.631  -0.192
C5 -4.235 -0.414 -4.140  -0.130
N1 -4.394 -0.330 -2.667  0.029
C6 -5.552 -0.784 -2.111  -0.394
S1 -6.845 -1.433 -3.174  0.963
C7 -5.745 -0.739 -0.750  -0.016
C8 -7.080 -1.214 -0.187  -0.595
F1 -8.062 -0.460 -0.701  0.142
F2 -7.177 -1.101 1.140  0.183
F3 -7.281 -2.504 -0.472  0.148
C9 -4.701 -0.257 0.027  0.057
C10 -4.831 -0.233 1.548  -0.410
O1 -4.541 -1.251 2.141  0.180
O2 -5.299 0.858 2.203  0.038
C11 -4.357 1.468 3.104  -0.190
C12 -4.314 0.823 4.515  -0.657
C13 -3.045 -0.055 4.701  -0.122
Cl1 -4.192 2.163 5.713  0.627
C14 -3.517 0.189 -0.534  -0.017
C15 -2.413 0.665 0.379  -0.140
O3 -2.592 2.066 0.518  -0.140
C16 -1.401 2.683 1.013  -0.233
C17 -1.728 4.031 1.690  -0.038
C18 -3.389 0.148 -1.913  -0.083
C19 -2.088 0.646 -2.492  -0.075
C20 -0.999 -0.493 -2.485  -0.136
C21 0.354 -0.038 -1.856  -0.191
C22 1.573 -0.173 -2.817  -0.185
C23 2.752 -0.992 -2.249  -0.227
C24 3.112 -0.670 -0.779  -0.258
C25 4.619 -0.491 -0.498  -0.452
S2 5.716 -1.646 -1.385  1.009
C26 6.032 -3.006 -0.314  -0.689
N2 7.062 -3.706 -0.577  0.037
N3 7.077 -4.719 0.375  0.061
C27 6.068 -4.536 1.118  -0.205
O4 5.331 -3.451 0.752  0.055
H1 -1.154 -4.612 -7.095  0.074
H2 -0.710 -2.874 -7.072  0.076
H3 -0.578 -3.909 -5.580  0.072
H4 -3.029 -4.021 -5.449  0.104
H5 -3.172 -3.366 -7.138  0.111
H6 -1.832 -1.497 -5.228  0.090
H7 -3.060 -1.205 -6.485  0.123
H8 -4.793 -2.405 -4.953  0.087
H9 -3.533 -2.392 -3.739  0.126
H10 -5.110 -0.001 -4.647  0.119
H11 -3.400 0.194 -4.482  0.105
H12 -6.398 -2.657 -3.533  -0.068
H13 -3.339 1.529 2.717  0.096
H14 -4.692 2.501 3.229  0.110
H15 -5.200 0.200 4.653  0.114
H16 -2.616 0.050 5.698  0.062
H17 -2.298 0.142 3.922  0.065
H18 -3.325 -1.109 4.574  0.076
H19 -2.380 0.140 1.343  0.135
H20 -1.443 0.531 -0.119  0.105
H21 -0.962 2.028 1.782  0.121
H22 -0.685 2.886 0.203  0.122
H23 -1.193 4.091 2.642  0.083
H24 -1.398 4.869 1.069  0.052
H25 -2.807 4.140 1.837  0.082
H26 -2.181 1.108 -3.475  0.122
H27 -1.692 1.427 -1.841  0.107
H28 -1.387 -1.314 -1.867  0.119
H29 -0.818 -0.893 -3.486  0.085
H30 0.329 1.009 -1.526  0.102
H31 0.490 -0.621 -0.935  0.105
H32 1.253 -0.585 -3.780  0.103
H33 1.962 0.835 -3.013  0.115
H34 2.522 -2.065 -2.299  0.114
H35 3.595 -0.852 -2.936  0.088
H36 2.593 0.215 -0.386  0.108
H37 2.774 -1.511 -0.158  0.108
H38 4.984 0.518 -0.716  0.080
H39 4.785 -0.647 0.575  0.081
H40 5.873 -5.237 1.918  0.134
C28 -0.417 10.845 1.249  -0.062
C29 -1.600 10.455 0.635  -0.060
C30 -1.682 9.223 0.006  -0.003
C31 -0.574 8.393 0.006  -0.151
C32 0.614 8.771 0.608  -0.003
C33 0.690 10.006 1.231  -0.060
N4 -0.664 7.077 -0.638  -0.359
O5 -1.713 6.778 -1.174  0.069
O6 0.315 6.356 -0.595  0.059
H41 -0.357 11.806 1.743  0.111
H42 -2.460 11.111 0.648  0.111
H43 -2.603 8.922 -0.471  0.119
H44 1.476 8.120 0.598  0.119
H45 1.611 10.314 1.708  0.111
C34 7.845 -4.494 4.433  -0.079
C35 7.991 -4.475 5.814  -0.067
C36 8.617 -5.530 6.460  -0.003
C37 9.092 -6.592 5.710  -0.144
C38 8.947 -6.628 4.335  0.004
C39 8.318 -5.571 3.695  -0.071
N5 9.778 -7.701 6.391  -0.354
O7 9.871 -7.647 7.600  0.081
O8 10.211 -8.602 5.703  0.083
H46 7.361 -3.666 3.930  0.100
H47 7.621 -3.636 6.388  0.107
H48 8.730 -5.512 7.534  0.120
H49 9.318 -7.463 3.758  0.122
H50 8.202 -5.585 2.619  0.082

Values from the calculation:
Charge: +1
Frontier orbital gap (eV): 6.50



No. 3
Computed, not measured: C39H50F3InN6O9S as an isolated structure in a non-equilibrium geometry, with ωB97M-V/def2-TZVPD.

Last column: Löwdin charge in e.
Cartesian coordinates (Å):
In1 0.040 1.280 -0.560  0.955
C1 -1.026 -0.272 4.811  -0.059
C2 -0.245 -0.505 3.514  -0.358
C3 -0.018 -2.003 3.301  -0.059
C4 1.050 0.283 3.546  -0.136
C5 2.063 -0.081 4.425  -0.073
C6 3.212 0.682 4.545  -0.101
C7 3.338 1.842 3.798  -0.052
C8 2.351 2.241 2.906  -0.142
C9 2.500 3.539 2.143  -0.351
C10 3.835 3.627 1.398  -0.050
C11 2.326 4.730 3.093  -0.052
C12 1.204 1.438 2.753  -0.177
N1 0.202 1.785 1.839  0.053
C13 -0.671 2.722 2.197  -0.484
O1 -0.720 3.340 3.271  0.016
C14 -1.793 2.879 1.205  -0.166
C15 -2.771 3.854 1.266  0.024
C16 -3.844 3.762 0.385  -0.024
C17 -3.919 2.713 -0.518  0.017
C18 -2.861 1.817 -0.551  -0.178
N2 -1.871 1.908 0.308  0.094
C19 -2.807 0.629 -1.477  -0.503
O2 -3.784 0.403 -2.187  0.055
N3 -1.699 -0.127 -1.340  0.050
C20 -1.698 -1.380 -1.978  -0.170
C21 -0.749 -1.744 -2.971  -0.125
C22 -0.899 -2.967 -3.617  -0.064
C23 -1.906 -3.855 -3.287  -0.099
C24 -2.763 -3.542 -2.247  -0.065
C25 -2.670 -2.331 -1.576  -0.136
C26 -3.623 -2.079 -0.418  -0.354
C27 -5.077 -2.107 -0.904  -0.065
C28 -3.430 -3.094 0.716  -0.060
C29 0.451 -0.892 -3.359  -0.351
C30 0.373 -0.348 -4.789  -0.035
C31 1.765 -1.672 -3.221  -0.047
H1 -1.994 -0.778 4.766  0.072
H2 -1.192 0.794 4.967  0.080
H3 -0.473 -0.665 5.668  0.071
H4 -0.835 -0.124 2.679  0.125
H5 0.528 -2.448 4.138  0.071
H6 0.551 -2.166 2.391  0.047
H7 -0.976 -2.521 3.212  0.069
H8 1.942 -0.962 5.048  0.101
H9 3.994 0.393 5.239  0.088
H10 4.220 2.462 3.921  0.104
H11 1.704 3.595 1.402  0.111
H12 4.675 3.740 2.089  0.067
H13 3.819 4.485 0.726  0.082
H14 3.996 2.736 0.790  0.076
H15 3.097 4.727 3.870  0.069
H16 1.346 4.681 3.567  0.065
H17 2.401 5.662 2.529  0.079
H18 -2.674 4.652 1.987  0.117
H19 -4.626 4.512 0.400  0.105
H20 -4.726 2.587 -1.222  0.120
H21 -0.219 -3.220 -4.422  0.104
H22 -2.017 -4.786 -3.831  0.091
H23 -3.530 -4.257 -1.969  0.102
H24 -3.425 -1.089 -0.011  0.122
H25 -5.336 -3.092 -1.298  0.068
H26 -5.210 -1.364 -1.689  0.070
H27 -5.755 -1.880 -0.078  0.073
H28 -3.412 -4.118 0.337  0.072
H29 -4.254 -3.009 1.428  0.073
H30 -2.504 -2.911 1.263  0.049
H31 0.504 -0.035 -2.698  0.068
H32 0.159 -1.141 -5.509  0.082
H33 1.327 0.115 -5.048  0.089
H34 -0.384 0.421 -4.867  0.042
H35 1.791 -2.537 -3.890  0.072
H36 1.928 -2.009 -2.201  0.050
H37 2.589 -1.006 -3.478  0.087
O3 3.505 2.877 -2.224  0.056
C32 2.422 2.625 -1.725  -0.543
O4 1.980 1.421 -1.525  -0.126
C33 1.506 3.798 -1.225  -0.570
O5 1.913 4.940 -1.348  0.054
O6 0.407 3.437 -0.665  -0.078
C34 3.537 -2.397 1.783  -0.063
N4 2.961 -1.645 0.681  -0.140
C35 3.418 -0.265 0.630  -0.026
C36 1.696 -1.933 0.242  -0.456
N5 0.829 -1.026 -0.041  0.177
N6 1.441 -3.299 0.134  -0.160
C37 2.436 -4.157 -0.485  -0.077
C38 0.088 -3.752 -0.108  -0.049
H38 3.496 -1.802 2.702  0.077
H39 4.585 -2.628 1.568  0.084
H40 2.996 -3.326 1.944  0.079
H41 4.509 -0.263 0.665  0.097
H42 3.027 0.320 1.466  0.074
H43 3.085 0.196 -0.296  0.066
H44 0.001 -1.396 -0.495  0.024
H45 3.392 -3.645 -0.553  0.085
H46 2.120 -4.437 -1.496  0.085
H47 2.560 -5.075 0.100  0.082
H48 -0.620 -3.137 0.439  0.064
H49 0.002 -4.779 0.255  0.096
H50 -0.184 -3.737 -1.170  0.077
F1 -2.134 1.697 -6.243  0.075
C39 -2.636 1.527 -4.992  -0.619
F2 -3.954 1.751 -5.102  0.104
F3 -2.453 0.234 -4.715  0.111
S1 -1.823 2.811 -3.841  0.502
O7 -1.071 3.565 -4.812  -0.303
O8 -2.950 3.508 -3.278  -0.296
O9 -0.984 2.074 -2.894  -0.327

Values from the calculation:
Charge: -2
Frontier orbital gap (eV): 7.45



The records above yield E values of -179946.950; -107415.892; -92791.777 eV, respectively.